# 1
Here is a structure of composition C30H29IN2SiZn at a distorted geometry from the Open Molecules 2025 dataset. Energies are from ωB97M-V/def2-TZVPD.

## Properties
* highest occupied orbital energy (spin up / spin down): -3.63 / -3.64 eV
* orbital gap (spin up / spin down): 0.131 / 0.131 hartree

```
64
C30H29IN2SiZn ωB97M-V/def2-TZVPD
C -4.0717 -0.0632 2.3406
C -3.7598 1.1665 1.4780
H -5.0148 -0.5319 2.0384
H -4.1680 0.2273 3.3940
H -3.2718 -0.8238 2.3037
H -4.1360 1.0784 0.4377
H -4.2956 2.0342 1.8904
H -2.7135 1.4844 1.5469
C -2.4027 -3.2433 -0.9420
C -2.0588 -4.2372 -1.8632
C -1.6187 -3.8672 -3.1395
C -1.5402 -2.5148 -3.4423
H -2.6731 -3.4944 0.0899
H -2.1317 -5.2779 -1.5555
H -1.3369 -4.6129 -3.8861
H -1.1468 -2.1702 -4.4002
N -2.4261 -1.9373 -1.2746
C -1.9560 -1.5630 -2.5042
C -1.7925 -0.1259 -2.7104
N -2.0569 0.6583 -1.6282
C -1.7384 1.9717 -1.6667
C -0.9800 1.7830 -3.9449
C -1.1610 2.5547 -2.7942
H -1.9575 2.5521 -0.7682
H -0.8662 3.6040 -2.7519
C -1.2957 0.4261 -3.8986
H -1.1570 -0.2207 -4.7582
H -0.5914 2.2136 -4.8662
Zn -2.7717 -0.3421 0.0299
I -0.8190 -1.3447 1.7324
C 3.5349 -2.0807 4.6089
C 2.8016 -0.9192 4.8611
C 2.2441 -0.1888 3.8089
C 2.3511 -0.6664 2.4863
C 3.1261 -1.8136 2.2349
C 3.6986 -2.5263 3.2928
Si 1.2240 0.0231 1.1861
C 1.0206 1.8590 1.4305
C -0.1830 2.5605 1.2857
C -0.2125 3.9588 1.3247
C 0.9473 4.6759 1.6463
C 2.1499 3.9875 1.8324
C 2.1930 2.5933 1.6981
C 1.6362 -0.3841 -0.5872
C 2.0132 0.6628 -1.4510
C 2.3786 0.3936 -2.7747
C 2.3389 -0.9164 -3.2645
C 1.9348 -1.9582 -2.4241
C 1.5651 -1.6910 -1.1032
H 3.9707 -2.6432 5.4341
H 2.6468 -0.5801 5.8889
H 1.7008 0.7341 4.0182
H 3.2606 -2.1652 1.2102
H 4.2609 -3.4383 3.0887
H -1.1132 2.0071 1.1384
H -1.1482 4.4847 1.1109
H 0.9089 5.7636 1.7448
H 3.0627 4.5328 2.0625
H 3.1441 2.0706 1.8210
H 2.0105 1.6979 -1.0969
H 2.6999 1.2077 -3.4274
H 2.6355 -1.1252 -4.2947
H 1.9023 -2.9862 -2.7985
H 1.2045 -2.5137 -0.4792
```

These are the Mulliken partial charges, in e, on atoms 1 to 2: atom 1 (C): -0.810, atom 2 (C): -0.294

# 2
Here is a cluster of 3 separate species, C3H12O2S2 in total at a distorted geometry from the Open Molecules 2025 dataset. Energies are from ωB97M-V/def2-TZVPD.

## Properties
* highest occupied orbital energy: -8.92 eV
* orbital gap: 0.343 hartree
* SMILES string: CCSSC.O.O

```
19
C3H12O2S2 ωB97M-V/def2-TZVPD
C 3.5259 0.6423 1.8642
C 2.3745 -0.3263 1.5408
S 2.7448 -1.3742 0.0759
S 1.6703 -0.5138 -1.4185
C 0.0925 -1.4126 -1.3953
H 3.9945 1.0293 0.9524
H 4.3178 0.2226 2.4749
H 3.1275 1.4753 2.4576
H 2.2061 -1.0044 2.3613
H 1.5343 0.2914 1.2337
H -0.7040 -0.6892 -1.2105
H -0.1522 -1.9317 -2.3155
H 0.1261 -2.1257 -0.5777
O -3.1621 3.9696 -0.0932
H -3.8649 3.7158 -0.6963
H -2.3500 3.5912 -0.4346
O -4.8769 -1.7803 -1.8677
H -5.8079 -1.9436 -2.0396
H -4.7965 -1.8357 -0.9119
```

These are the Mulliken partial charges, in e, on atoms 1 to 2: atom 1 (C): -0.988, atom 2 (C): -0.412

# 3
Here is the ion C3H6NO2 with charge -1 from the Open Molecules 2025 dataset. Energies are from ωB97M-V/def2-TZVPD.

## Properties
* highest occupied orbital energy: -3.13 eV
* orbital gap: 0.276 hartree
* SMILES string: CC(=O)NC[O-]
* total charge: -1

```
12
C3H6NO2 ωB97M-V/def2-TZVPD
C -0.0950 -1.5235 -0.2899
C 0.9245 -0.5893 0.3137
O 2.0362 -1.0092 0.6723
N 0.5520 0.6713 0.4517
C -0.7431 1.4887 -0.0552
O -1.5003 0.9008 -0.9190
H 0.0939 -2.5384 0.0605
H -1.1146 -1.1974 -0.1037
H -0.0013 -1.5557 -1.3809
H 1.2966 1.2781 0.7699
H -0.2163 2.3866 -0.4452
H -1.2327 1.6878 0.9256
```

These are the Mulliken partial charges, in e, on atoms 1 to 2: atom 1 (C): -0.879, atom 2 (C): 0.471

# 4
Here is a cluster of 2 separate species, C3H8O4 in total from the Open Molecules 2025 dataset. Energies are from ωB97M-V/def2-TZVPD.

## Properties
* highest occupied orbital energy (spin up / spin down): -15.81 / -15.55 eV
* orbital gap (spin up / spin down): 0.461 / 0.225 hartree
* <S²>: 0.755
* 2S+1: 2
* total charge: +1

```
15
C3H8O4 ωB97M-V/def2-TZVPD
O -1.2415 -0.0679 -0.7244
C -1.1451 -0.7350 0.2725
O -2.0354 -1.6448 0.6621
C -0.0570 -0.5210 1.3078
C 1.2724 -0.2993 0.5639
O 1.3626 1.0026 0.1419
H -2.6280 -1.8127 -0.0895
H -0.3060 0.4170 1.7998
H -0.0028 -1.3564 1.9860
H 2.0866 -0.3542 1.3004
H 1.4643 -1.0281 -0.2298
H 1.3051 1.1247 -0.8775
H 0.0999 1.1124 -2.4664
H -0.5140 2.2399 -1.6590
O 0.3389 1.9228 -1.9877
```

These are the Mulliken partial charges, in e, on atoms 1 to 2: atom 1 (O): -0.482, atom 2 (C): 0.479